119
Properties=species:S:1:pos:R:3 method="wB97M-V/def2-TZVPD" e_homo_ev=-0.74 relative_energy_ev=0.000 total_charge=-2 energy_ha=-3478.9102
Rb -0.14425 -0.36095 -1.34629
C 5.25953 4.29002 -0.77969
C 4.58124 3.61141 -2.03485
C 3.84343 2.34741 -1.81050
C 4.31769 1.06276 -1.96943
C 5.54694 0.63753 -2.74749
C 5.22891 0.60821 -4.21138
C 3.41974 0.16752 -1.33768
N 2.40709 0.86622 -0.75298
C 2.60032 2.19617 -1.07114
C 1.71926 3.23764 -0.76856
C 0.61567 3.18671 0.12424
C 0.05596 4.39719 0.79712
C 0.50245 5.77520 0.55071
C 1.83017 6.09254 1.30888
C -0.79638 3.93924 1.78771
C -0.86962 2.50221 1.63573
C -1.50833 1.61230 2.53256
C -1.21781 0.24420 2.57447
N -0.61613 -0.58546 1.64547
C -0.46071 -1.80960 2.20355
C 0.28478 -2.90059 1.66399
C 1.34758 -2.85166 0.74846
N 1.73662 -1.80624 -0.03583
C 2.89730 -2.18558 -0.69506
C 3.60442 -1.21296 -1.44423
C 3.29599 -3.52180 -0.29223
C 2.31641 -3.92315 0.62179
C 2.18852 -5.26859 1.26847
C 1.31260 -6.23037 0.48336
C 4.56502 -4.26451 -0.63216
C 5.79753 -3.39371 -0.37634
C -0.94772 -1.82832 3.53010
C -1.47956 -0.57522 3.78142
C -2.13422 -0.02176 5.01764
C -1.25143 0.99262 5.71513
C -0.86334 -2.92781 4.57476
C 0.58030 -3.39773 4.74607
N 0.05707 2.07469 0.66681
C -1.53729 4.83693 2.78949
C -3.08234 4.57505 2.78869
H 5.25408 5.39552 -0.87317
H 6.28768 3.95030 -0.67218
H 4.75163 4.08002 0.12104
H 5.37929 3.43732 -2.76798
H 3.88948 4.28374 -2.54364
H 5.93291 -0.29918 -2.34638
H 6.32287 1.41490 -2.58146
H 4.45053 -0.14959 -4.43402
H 6.08422 0.39592 -4.79215
H 4.80297 1.52206 -4.54852
H 1.85403 4.20418 -1.37934
H -0.18730 6.52788 0.83417
H 0.63578 5.85505 -0.56554
H 1.59561 6.30954 2.38067
H 2.24044 7.02247 0.95938
H 2.54874 5.26575 1.12318
H -2.10172 1.98807 3.34757
H 0.07774 -3.85257 2.14070
H 4.38839 -1.56878 -2.15467
H 1.70314 -5.04306 2.22675
H 3.18634 -5.66821 1.54636
H 0.49183 -5.65334 0.12952
H 0.93961 -7.01362 1.13979
H 1.89256 -6.73288 -0.30638
H 4.53306 -4.56025 -1.68504
H 4.58964 -5.17289 -0.06029
H 6.02919 -2.73253 -1.16102
H 6.72094 -4.00972 -0.35305
H 5.68251 -2.77641 0.53086
H -2.33281 -0.84615 5.71544
H -3.09298 0.39894 4.74640
H -0.21673 0.65290 5.96186
H -1.77815 1.33560 6.67742
H -1.08335 1.90864 5.12040
H -1.51383 -3.72527 4.25472
H -1.24162 -2.49287 5.49345
H 1.11757 -3.73297 3.83033
H 0.57176 -4.26402 5.50462
H 1.23860 -2.63874 5.20909
H -1.30223 5.85018 2.49894
H -1.15788 4.77940 3.86419
H -3.28959 3.76171 3.50137
H -3.33555 4.33672 1.73746
H -3.69160 5.45052 3.09972
S -1.41712 -0.35944 -6.06864
C -2.30382 -1.78262 -6.21489
N -3.61458 -1.96062 -6.11979
C -4.20671 -3.26648 -5.91290
C -3.06624 -4.22149 -6.09022
S -1.56514 -3.35546 -6.43547
H -4.19046 -1.16295 -5.95255
H -4.93250 -3.40630 -6.75005
H -4.70736 -3.34145 -4.90253
H -3.27328 -4.84051 -6.91337
H -2.96314 -4.91476 -5.26033
O -5.16794 1.54200 3.91538
C -6.03740 1.39424 2.75818
N -5.22326 1.30119 1.56921
C -5.85807 1.34194 0.37550
O -7.04401 1.65217 0.32874
C -5.07127 1.04716 -0.89939
C -5.82357 0.97060 -2.09986
C -5.21523 0.55077 -3.26933
C -3.81684 0.49602 -3.29577
N -3.07396 0.59340 -2.16909
C -3.68519 0.79769 -0.99560
H -5.73467 1.84342 4.66998
H -6.75771 2.25408 2.58181
H -6.71273 0.50443 2.77301
H -4.23036 1.20445 1.60628
H -6.85635 1.28975 -2.11415
H -5.83078 0.26244 -4.16375
H -3.14746 0.36117 -4.20704
H -3.00608 0.84662 -0.15306
F -0.91479 -3.17064 -2.65644
C 0.09560 -3.73497 -3.47907
F 0.24664 -5.05108 -3.05936
F 1.23458 -3.06686 -3.11681